A single C2H4N2S2 molecule at a distorted geometry. Source: OMol25; level of theory: ωB97M-V/def2-TZVPD.

```
10
Properties=species:S:1:pos:R:3:forces:R:3
H -0.049758 -1.507537 2.015045 0.07 1.26 -4.97
N 0.165363 -1.292915 0.822879 -1.42 3.36 1.46
C -0.225442 -0.133491 0.157218 -1.12 0.46 3.58
N -1.298362 0.802559 0.394325 3.10 -3.07 -0.48
C 0.724451 0.405927 -0.960183 0.54 -0.03 -0.55
S 1.098483 1.982455 -1.465881 -1.41 -1.79 1.13
S 1.524426 -0.935101 -1.610234 0.34 -0.74 0.47
H -1.232596 1.555729 -0.300741 -0.50 0.03 1.08
H -1.837584 0.744309 1.263148 0.27 0.39 -0.97
H 1.131018 -1.621935 -0.315575 0.14 0.14 -0.74
```
Positions in Å, forces in eV/Å.

Computed properties:
* total charge: 0
* SMILES: [H]/N=C(\N)C(=S)S
* HOMO-LUMO gap: 7.730 eV
* E: -984.4002 hartree

natural (NBO) population analysis, charges in e, atoms 1 to 6: atom 1 (H): 0.418, atom 2 (N): -0.810, atom 3 (C): 0.429, atom 4 (N): -0.802, atom 5 (C): -0.378, atom 6 (S): -0.036